{
  "formula": "C40H79INO8S",
  "method": "wB97M-V/def2-TZVPD",
  "elements": ["C", "C", "S", "C", "C", "I", "C", "C", "C", "C", "N", "O", "C", "C", "C", "C", "H", "H", "H", "H", "H", "H", "H", "H", "H", "H", "H", "H", "H", "H", "H", "H", "H", "H", "H", "H", "H", "H", "H", "C", "C", "C", "O", "C", "H", "H", "H", "H", "H", "H", "H", "H", "C", "C", "C", "O", "C", "H", "H", "H", "H", "H", "H", "H", "H", "C", "C", "C", "O", "C", "H", "H", "H", "H", "H", "H", "H", "H", "C", "C", "C", "O", "C", "H", "H", "H", "H", "H", "H", "H", "H", "C", "C", "C", "O", "C", "H", "H", "H", "H", "H", "H", "H", "H", "C", "C", "C", "O", "C", "H", "H", "H", "H", "H", "H", "H", "H", "C", "C", "C", "O", "C", "H", "H", "H", "H", "H", "H", "H", "H"],
  "positions_angstrom": [[-1.157429, -2.276778, -6.285866], [-2.242208, -1.213958, -6.406460], [-2.220600, 0.010332, -5.061028], [-3.260292, -0.815277, -3.810938], [-2.530023, -1.186417, -2.509134], [-3.955292, -2.471416, -1.464921], [-2.267067, 0.111017, -1.748859], [-1.256545, 0.081436, -0.606830], [-1.864842, -0.376651, 0.745121], [-0.809688, 1.537534, -0.408612], [-0.035738, -0.671775, -0.965331], [0.857873, -0.664172, -0.047332], [-0.206890, -1.994362, -1.611204], [1.145517, -2.329896, -2.276939], [-0.456493, -3.116629, -0.594678], [-1.240240, -1.969649, -2.745982], [-0.989089, -2.775709, -7.233787], [-1.470471, -3.045184, -5.584367], [-0.240405, -1.825022, -5.924775], [-3.207246, -1.704935, -6.341735], [-2.213417, -0.700864, -7.359058], [-3.681855, -1.708282, -4.254148], [-4.054716, -0.124135, -3.561064], [-3.208440, 0.463186, -1.336453], [-1.952013, 0.876923, -2.455686], [-1.287038, -1.167623, 1.206888], [-1.848305, 0.455794, 1.439223], [-2.903008, -0.657719, 0.638621], [-1.666170, 2.181322, -0.238999], [-0.174946, 1.593108, 0.469148], [-0.239018, 1.862050, -1.276802], [1.594670, -1.412336, -2.645965], [0.988459, -2.974410, -3.137675], [1.829958, -2.799049, -1.582866], [-1.374386, -3.000327, -0.035627], [0.385391, -3.192890, 0.082892], [-0.518854, -4.034255, -1.169699], [-1.506335, -3.006854, -2.922701], [-0.741336, -1.628893, -3.644734], [1.847555, -5.129759, -10.035466], [2.053535, -5.932720, -8.755124], [2.509104, -4.852508, -7.784413], [1.871001, -3.641172, -8.198374], [1.289646, -3.822439, -9.491569], [1.180720, -5.607177, -10.751800], [2.807212, -4.954741, -10.526862], [1.104288, -6.360947, -8.424944], [2.775077, -6.742074, -8.854272], [3.593560, -4.707289, -7.831783], [2.234158, -5.065999, -6.750903], [0.200294, -3.873391, -9.379974], [1.532686, -2.962562, -10.116457], [0.651915, -1.566918, 5.294033], [1.357953, -0.698923, 4.255528], [1.628852, -1.701665, 3.143756], [0.562938, -2.656620, 3.194717], [-0.176756, -2.486440, 4.407003], [0.046523, -1.002571, 6.001480], [1.380677, -2.142124, 5.860327], [0.683761, 0.084644, 3.898664], [2.266610, -0.223441, 4.623399], [2.576076, -2.228765, 3.306047], [1.649564, -1.242755, 2.155275], [-1.145874, -2.035861, 4.159753], [-0.355880, -3.463405, 4.857928], [2.069186, -0.412357, 10.247888], [2.763029, 0.454885, 9.203277], [3.030884, -0.554786, 8.096655], [1.974978, -1.519212, 8.159451], [1.242850, -1.347040, 9.375395], [1.462363, 0.152817, 10.953612], [2.809850, -0.981775, 10.814457], [2.081997, 1.231118, 8.849939], [3.664713, 0.940654, 9.563943], [3.982990, -1.074056, 8.252694], [3.042970, -0.102834, 7.103273], [0.268773, -0.905585, 9.134041], [1.075629, -2.322584, 9.833429], [2.446647, 3.328791, -2.683901], [3.937790, 3.473798, -2.968370], [4.313730, 4.634620, -2.057373], [3.440550, 4.562504, -0.928088], [2.383993, 3.634907, -1.194909], [2.045726, 2.346859, -2.931526], [1.884090, 4.078776, -3.246767], [4.465972, 2.567927, -2.662535], [4.169845, 3.665368, -4.015016], [4.157304, 5.597726, -2.556685], [5.347638, 4.588244, -1.713603], [2.557467, 2.733065, -0.598201], [1.431765, 4.072347, -0.890774], [-0.763213, 6.833941, -3.134502], [-0.033165, 7.635897, -4.205534], [0.230434, 6.572154, -5.261352], [-0.846254, 5.636933, -5.172559], [-1.595613, 5.877441, -3.977926], [-1.367500, 7.444108, -2.464947], [-0.042135, 6.276809, -2.530857], [-0.690598, 8.410285, -4.607525], [0.878382, 8.114616, -3.850785], [1.167649, 6.038822, -5.064549], [0.273220, 6.982537, -6.270787], [-2.555152, 6.326824, -4.255951], [-1.790906, 4.927375, -3.479126], [-8.301541, -5.351875, -1.246594], [-8.695759, -4.491822, -0.049670], [-7.369840, -4.360051, 0.685755], [-6.348603, -4.400080, -0.314839], [-6.910217, -4.822048, -1.561833], [-8.984189, -5.269810, -2.090920], [-8.248058, -6.402323, -0.951701], [-9.037965, -3.511660, -0.389376], [-9.478114, -4.929845, 0.568134], [-7.212615, -5.196154, 1.375200], [-7.284043, -3.428855, 1.246455], [-6.956836, -3.956635, -2.231958], [-6.258777, -5.571947, -2.011490], [3.355750, 5.738600, 9.394335], [4.789700, 5.228455, 9.294945], [4.732593, 3.977982, 10.160823], [3.402439, 3.465108, 10.043305], [2.566760, 4.437395, 9.409329], [3.065913, 6.397746, 8.577674], [3.213600, 6.276751, 10.334203], [5.020979, 4.961447, 8.261353], [5.536183, 5.943779, 9.636245], [4.922571, 4.213397, 11.213418], [5.441101, 3.210538, 9.845240], [2.346395, 4.095527, 8.391685], [1.628029, 4.514851, 9.958763]],
  "forces_ev_per_angstrom": [[-0.2, 0.1, 0.0], [-0.1, -0.5, 0.5], [-0.1, 0.3, -0.2], [0.4, -0.2, 0.1], [0.4, 0.3, -0.2], [-0.1, 0.1, 0.1], [-0.1, -0.5, 0.2], [-0.1, 1.1, 0.4], [0.1, 0.1, -0.2], [0.4, -0.3, 0.0], [-0.8, -0.9, 0.9], [0.2, 0.3, -0.5], [0.9, -0.6, -0.5], [-0.2, 0.4, -0.1], [-0.2, 0.3, -0.1], [-0.3, -0.1, 0.5], [0.2, 0.0, -0.2], [0.1, -0.1, 0.2], [0.3, -0.1, -0.1], [-0.3, 0.1, -0.2], [0.2, 0.3, 0.0], [-0.2, -0.1, -0.2], [-0.3, 0.0, 0.0], [-0.2, 0.2, 0.1], [0.2, -0.1, -0.3], [0.0, -0.2, 0.0], [0.0, 0.2, 0.2], [-0.2, -0.3, 0.0], [-0.2, 0.1, -0.1], [0.2, 0.1, 0.1], [0.0, 0.2, -0.1], [0.1, 0.1, -0.1], [0.0, -0.3, 0.0], [0.1, 0.0, 0.1], [-0.2, 0.0, 0.1], [0.0, 0.1, 0.2], [-0.1, -0.3, 0.0], [0.1, -0.2, -0.2], [-0.1, 0.4, -0.1], [0.1, 0.0, 0.0], [-0.1, 0.0, 0.0], [0.1, 0.1, 0.0], [0.0, -0.1, -0.1], [-0.1, 0.0, 0.1], [0.0, 0.0, 0.0], [0.0, 0.0, 0.0], [0.0, 0.0, 0.0], [0.0, 0.0, 0.0], [0.0, -0.1, 0.0], [0.0, 0.1, 0.0], [0.0, 0.0, -0.1], [0.0, 0.0, 0.0], [0.0, -0.1, -0.1], [-0.1, 0.1, 0.0], [0.1, 0.0, -0.1], [0.0, 0.0, 0.0], [-0.1, 0.1, -0.1], [0.0, 0.0, 0.0], [0.0, 0.0, 0.1], [0.0, 0.0, 0.0], [0.0, 0.0, 0.0], [0.0, 0.0, 0.0], [0.0, -0.1, 0.0], [0.0, 0.0, 0.1], [0.0, 0.0, 0.0], [0.1, -0.1, 0.0], [-0.1, -0.1, -0.1], [0.1, -0.1, 0.0], [0.1, 0.1, 0.2], [-0.1, 0.1, -0.1], [0.0, 0.0, 0.0], [0.0, 0.0, 0.0], [0.0, 0.0, 0.0], [0.0, 0.0, 0.0], [0.0, 0.0, 0.0], [0.0, 0.0, 0.0], [0.0, 0.0, 0.1], [0.0, 0.0, 0.0], [-0.1, 0.1, -0.1], [0.1, -0.1, 0.1], [-0.1, 0.1, 0.0], [0.0, 0.0, -0.1], [0.1, -0.1, 0.1], [0.0, 0.0, 0.0], [0.0, 0.0, 0.0], [0.0, 0.0, 0.0], [0.0, 0.0, 0.0], [0.0, 0.0, 0.0], [0.0, 0.0, 0.1], [-0.1, 0.0, 0.0], [0.0, 0.1, 0.0], [0.1, -0.1, 0.1], [-0.1, 0.1, 0.0], [0.1, -0.1, 0.0], [0.0, 0.1, 0.1], [-0.1, 0.1, -0.1], [0.0, 0.0, 0.0], [0.0, 0.0, 0.0], [0.0, 0.0, 0.0], [0.0, 0.0, 0.0], [0.0, 0.1, 0.0], [0.0, -0.1, 0.0], [0.0, 0.0, 0.1], [0.0, 0.0, -0.1], [0.0, -0.1, 0.1], [0.0, 0.1, -0.1], [0.1, -0.1, 0.1], [0.0, 0.0, -0.1], [0.0, 0.1, 0.0], [0.0, 0.0, 0.0], [0.0, 0.0, 0.0], [0.0, 0.0, 0.0], [0.0, 0.0, 0.0], [0.0, 0.0, 0.0], [0.1, 0.0, 0.0], [0.0, 0.0, 0.0], [0.0, 0.0, 0.0], [0.0, 0.1, 0.1], [0.0, 0.0, -0.1], [0.0, 0.0, 0.1], [0.0, 0.2, 0.0], [0.0, -0.1, -0.1], [0.0, 0.0, 0.0], [0.0, 0.0, 0.0], [0.0, 0.0, 0.0], [0.0, 0.0, 0.0], [0.1, 0.0, 0.0], [0.0, 0.0, 0.0], [0.0, 0.0, 0.0], [0.0, 0.0, 0.0]],
  "lowdin_spin": [0.00, 0.00, 0.00, 0.00, 0.00, 0.00, 0.00, 0.03, 0.02, 0.01, 0.38, 0.51, 0.03, 0.00, 0.02, 0.00, 0.00, 0.00, 0.00, 0.00, 0.00, 0.00, 0.00, 0.00, 0.00, 0.00, 0.00, 0.00, 0.00, 0.00, 0.00, 0.00, 0.00, 0.00, 0.00, 0.00, 0.00, 0.00, 0.00, 0.00, 0.00, 0.00, 0.00, 0.00, 0.00, 0.00, 0.00, 0.00, 0.00, 0.00, 0.00, 0.00, 0.00, 0.00, 0.00, 0.00, 0.00, 0.00, 0.00, 0.00, 0.00, 0.00, 0.00, 0.00, 0.00, 0.00, 0.00, 0.00, 0.00, 0.00, 0.00, 0.00, 0.00, 0.00, 0.00, 0.00, 0.00, 0.00, 0.00, 0.00, 0.00, 0.00, 0.00, 0.00, 0.00, 0.00, 0.00, 0.00, 0.00, 0.00, 0.00, 0.00, 0.00, 0.00, 0.00, 0.00, 0.00, 0.00, 0.00, 0.00, 0.00, 0.00, 0.00, 0.00, 0.00, 0.00, 0.00, 0.00, 0.00, 0.00, 0.00, 0.00, 0.00, 0.00, 0.00, 0.00, 0.00, 0.00, 0.00, 0.00, 0.00, 0.00, 0.00, 0.00, 0.00, 0.00, 0.00, 0.00, 0.00, 0.00],
  "total_energy_ev": -79562.6976,
  "multiplicity": 2,
  "homo_ev": [-8.17, -8.55]
}